No. 1
The following is a DFT calculation (the ωB97M-V functional and the def2-TZVPD basis) of 2 unconnected molecules or ions with the total composition C3H3F3O at a distorted geometry.

```
10
Properties=species:S:1:pos:R:3:forces:R:3
C -0.9386 0.2500 1.3069 0.4 -0.4 -2.1
C 1.6088 1.3174 0.4409 0.7 2.3 -0.2
C -1.0658 0.8800 0.1392 -1.4 -0.9 -0.3
O 1.8293 2.1291 -0.6273 0.7 -3.3 -0.2
F 2.0152 0.0846 0.1310 -0.2 1.3 -0.9
F -1.4403 0.1769 -0.9526 0.9 0.4 0.4
F -1.0459 2.1677 -0.2210 -0.2 -0.8 1.0
H -0.6726 -0.8008 1.3057 -0.8 -0.1 -0.6
H -0.8213 0.6294 2.2543 0.4 1.7 1.6
H 1.7390 3.0864 -0.6614 -0.6 -0.1 1.3
```
Forces are in eV/Å.

E_HOMO: -9.275 eV
relative energy (zero: lowest compared OMol25 entry of this formula, charge and spin): 84.28 kcal per mole
E: -13355.7944 eV
Kohn-Sham gap: 9.95 eV
multiplicity: 1

No. 2
The following is a DFT calculation (the ωB97M-V functional and the def2-TZVPD basis) of 2 unconnected molecules or ions with the total composition C3H3F4IO at a distorted geometry.

```
12
Properties=species:S:1:pos:R:3:forces:R:3
C -0.2914 -0.2528 0.4731 -2.7 2.0 0.1
C 2.8043 -0.3725 -0.3398 -1.4 2.3 0.3
C 3.0528 -1.8103 0.0722 -1.0 -0.8 -0.8
O 0.8225 0.4904 0.8507 1.4 -1.5 -1.4
F 2.3216 -0.1653 -1.5559 0.5 -0.6 1.0
F 3.2122 -1.8700 1.3638 -0.2 -0.1 1.0
F 2.0390 -2.6098 -0.3244 0.1 0.5 0.3
F 4.1537 -2.3122 -0.4844 0.4 0.2 -0.5
I 4.3672 0.8970 0.2729 -0.9 -0.2 -0.3
H -0.1221 -1.3179 0.5357 -0.1 -0.4 0.0
H -0.8323 0.0489 -0.5469 1.5 -0.6 1.7
H -1.2193 0.0026 1.2497 2.3 -0.6 -1.4
```
Forces are in eV/Å.

E_HOMO: -9.195 eV
relative energy (zero: lowest compared OMol25 entry of this formula, charge and spin): 95.65 kcal per mole
E: -24172.8307 eV
Kohn-Sham gap: 6.87 eV
multiplicity: 1